Here is a structure of composition C29H43BBrF2N3O6S2Ti at a distorted geometry from the Open Molecules 2025 dataset. Energies are from the ωB97M-V functional and the def2-TZVPD basis.

* <S²>: 0.77
* 2S+1: 2
* charge: -1

Last column: Löwdin spin population.
Cartesian coordinates (Å):
Ti -0.38 1.12 1.25  0.150
O -1.07 5.17 2.18  0.058
C -0.71 3.99 2.11  0.036
O -1.35 3.05 1.47  -0.001
C 0.54 3.49 2.72  0.149
C 1.55 4.25 3.27  0.005
C 2.73 3.63 3.71  0.203
C 2.82 2.21 3.62  0.024
C 1.79 1.52 3.08  0.106
N 0.65 2.13 2.60  0.184
C 1.76 0.03 2.86  0.015
O 2.58 -0.72 3.34  0.030
O 0.74 -0.32 2.10  -0.003
H 1.40 5.32 3.33  -0.005
H 3.54 4.22 4.12  0.017
H 3.69 1.66 3.96  -0.003
C -3.92 -6.12 0.77  0.000
C -2.87 -5.75 1.82  0.000
C -3.53 -5.78 3.20  0.000
C -1.74 -6.79 1.80  0.000
C -2.30 -4.36 1.49  0.000
C -2.31 -3.31 2.39  0.000
C -1.85 -2.06 2.02  0.001
Br -1.92 -0.72 3.35  0.006
C -1.38 -1.81 0.73  0.000
O -1.07 -0.55 0.31  0.000
C -1.26 -2.88 -0.17  0.000
C -1.74 -4.12 0.24  0.000
C -0.54 -2.72 -1.52  0.000
C -0.56 -4.03 -2.32  0.000
C 0.92 -2.36 -1.22  0.000
C -1.18 -1.64 -2.40  0.000
H -4.38 -7.08 1.03  0.000
H -3.49 -6.21 -0.22  0.000
H -4.71 -5.37 0.73  0.000
H -3.95 -6.77 3.38  0.000
H -4.34 -5.05 3.27  0.000
H -2.82 -5.57 4.00  0.000
H -2.14 -7.79 2.01  0.000
H -0.98 -6.55 2.55  0.000
H -1.25 -6.82 0.83  0.000
H -2.68 -3.44 3.40  0.000
H -1.68 -4.95 -0.46  0.000
H -0.06 -4.84 -1.79  0.000
H -0.03 -3.87 -3.26  0.000
H -1.58 -4.35 -2.56  0.000
H 1.41 -3.16 -0.67  0.000
H 0.99 -1.45 -0.63  0.000
H 1.47 -2.20 -2.16  0.000
H -2.27 -1.71 -2.41  0.000
H -0.81 -1.75 -3.43  0.000
H -0.93 -0.64 -2.06  0.000
F -2.47 0.95 -0.93  0.002
B -2.26 0.56 0.40  0.007
F -3.41 -0.01 0.88  0.001
C 5.21 0.63 -2.35  0.000
N 5.00 1.73 -1.43  0.000
C 4.12 1.64 -0.39  0.000
N 4.18 2.70 0.47  0.001
S 3.07 0.39 -0.14  0.002
H 5.75 1.00 -3.22  0.000
H 4.25 0.24 -2.66  0.000
H 5.77 -0.19 -1.89  0.000
H 5.81 2.31 -1.25  0.000
H 4.54 3.58 0.13  0.000
H 3.46 2.74 1.17  0.001
C -2.27 5.52 -2.17  0.000
C -1.36 5.64 -0.95  0.000
C -0.14 4.72 -1.00  0.001
S -0.68 3.01 -1.13  0.001
O 0.39 2.17 -0.33  0.008
C -0.26 2.62 -2.84  0.000
C 1.14 2.07 -3.06  0.000
C 2.25 3.11 -3.01  0.000
H -3.09 6.24 -2.11  0.000
H -2.73 4.53 -2.23  0.000
H -1.74 5.70 -3.10  0.000
H -1.90 5.43 -0.03  0.000
H -0.99 6.67 -0.87  0.000
H 0.42 4.77 -0.07  0.002
H 0.51 4.96 -1.84  0.000
H -0.45 3.53 -3.40  0.000
H -1.01 1.87 -3.12  0.000
H 1.14 1.57 -4.04  0.000
H 1.35 1.31 -2.31  0.000
H 2.07 3.93 -3.72  0.000
H 3.21 2.67 -3.24  0.000
H 2.32 3.54 -2.01  0.000

Here is a structure of composition C29H43BeCl2F5N3O5Si at a distorted geometry from the Open Molecules 2025 dataset. Energies are from the ωB97M-V functional and the def2-TZVPD basis.

* 2S+1: 1
* charge: -1

Last column: Löwdin charge in e.
Cartesian coordinates (Å):
C 2.62 -3.39 1.34  -0.057
C 2.97 -2.16 0.57  -0.224
H 2.26 -4.18 0.66  0.078
H 1.84 -3.19 2.07  0.063
H 3.51 -3.78 1.85  0.083
C 3.90 -2.16 -0.40  -0.133
C 4.69 -3.36 -0.80  -0.118
H 4.15 -1.23 -0.92  0.099
H 4.08 -4.27 -0.85  0.066
H 5.52 -3.54 -0.10  0.074
H 5.13 -3.18 -1.79  0.062
Be -0.39 -0.30 1.35  -0.251
Cl -0.88 -0.51 3.30  0.315
C 0.25 2.81 -1.89  -0.312
O -0.18 2.12 -2.82  -0.023
N 0.68 4.09 -2.03  -0.181
C 0.73 4.69 -3.35  -0.054
C 1.39 4.78 -0.96  -0.040
H 0.33 2.45 -0.85  0.130
H -0.05 4.26 -3.97  0.082
H 1.71 4.53 -3.83  0.090
H 0.59 5.77 -3.24  0.079
H 1.00 4.45 0.01  0.089
H 1.25 5.86 -1.08  0.082
H 2.47 4.56 -0.99  0.074
H -3.28 2.45 -1.34  0.097
H -5.15 2.01 0.72  0.098
C -3.39 1.37 -1.46  -0.013
C -5.04 0.98 0.35  -0.039
N -3.70 0.75 -0.17  -0.147
H -2.49 0.94 -1.90  0.063
C -2.76 0.24 0.62  -0.221
O -1.57 0.05 0.24  -0.021
H -5.23 0.29 1.18  0.085
H -3.07 -0.02 1.65  0.116
H -4.25 1.18 -2.11  0.089
H -5.77 0.82 -0.44  0.088
H 1.18 -3.18 -1.73  0.083
H 2.57 -1.82 -3.11  0.079
C 0.25 -2.83 -2.20  -0.063
C 1.70 -1.53 -3.70  -0.066
N 0.51 -1.56 -2.85  -0.192
H -0.52 -2.69 -1.44  0.030
C -0.59 -0.80 -3.20  -0.315
O -1.74 -1.06 -2.88  -0.004
H 1.85 -0.51 -4.08  0.081
H -0.32 0.10 -3.79  0.117
H -0.09 -3.58 -2.94  0.092
H 1.60 -2.22 -4.55  0.086
O 0.87 -1.12 0.53  -0.342
C 2.17 -0.90 0.90  -0.377
C 2.37 0.57 -1.13  -0.048
C 2.68 0.36 0.21  -0.178
H 1.60 -0.05 -1.58  0.102
C 3.10 1.51 -1.87  -0.097
H 2.25 -0.75 2.00  0.145
C 3.53 1.25 0.88  -0.027
H 2.93 1.59 -2.95  0.098
C 4.03 2.33 -1.22  -0.134
C 4.20 2.23 0.16  -0.099
H 3.65 1.13 1.96  0.116
H 4.60 3.06 -1.80  0.091
H 4.88 2.91 0.68  0.093
Si -2.69 -3.65 1.48  0.213
Cl -0.85 -2.68 1.11  0.571
C -3.63 -3.75 -0.14  -0.203
C -3.62 -2.58 2.70  -0.225
C -2.38 -5.34 2.22  -0.218
H -3.33 -2.97 -0.84  0.024
H -4.72 -3.65 0.04  0.026
H -3.48 -4.73 -0.62  0.026
H -2.09 -6.08 1.47  0.024
H -3.29 -5.73 2.72  0.027
H -1.59 -5.30 2.98  0.030
H -2.97 -1.80 3.11  -0.062
H -3.98 -3.19 3.55  0.031
H -4.50 -2.11 2.24  0.018
F -2.35 4.01 5.23  0.077
C -1.57 3.51 4.26  -0.160
C -0.39 2.84 4.58  -0.161
F -0.01 2.74 5.87  0.092
C 0.37 2.27 3.58  -0.204
F 1.51 1.62 3.87  0.079
C -0.10 2.23 2.23  -0.317
O 0.30 1.34 1.40  -0.077
C -1.18 3.11 1.92  -0.139
F -1.53 3.28 0.62  0.065
C -1.95 3.67 2.92  -0.154
F -3.08 4.33 2.61  0.079

Here is a cluster of 9 separate species, C29H43BrCl24O7 in total at a distorted geometry from the Open Molecules 2025 dataset. Energies are from the ωB97M-V functional and the def2-TZVPD basis.

* SMILES string: CCCO[C@]1(CC=O)OC(=O)O[C@]1(CCCCCCCCOC(C)=O)C[C@H](C)Br.ClC(Cl)Cl.ClC(Cl)Cl.ClC(Cl)Cl.ClC(Cl)Cl.ClC(Cl)Cl.ClC(Cl)Cl.ClC(Cl)Cl.ClC(Cl)Cl
* 2S+1: 1

Last column: Löwdin charge in e.
Cartesian coordinates (Å):
C 6.15 3.14 0.33  -0.105
C 5.52 1.88 0.98  -0.191
C 4.00 1.83 0.91  -0.159
O 3.61 0.64 0.22  -0.095
C 2.41 0.75 -0.48  -0.419
C 2.51 1.71 -1.68  -0.033
C 1.47 2.79 -1.59  -0.206
O 0.81 3.15 -2.53  0.054
O 1.46 1.10 0.54  0.078
C 1.41 -0.07 1.28  -0.516
O 1.35 -0.17 2.46  0.195
O 1.38 -1.08 0.39  0.098
C 1.75 -0.56 -0.91  -0.301
C 0.40 -0.37 -1.69  -0.144
C -0.85 -0.11 -0.85  -0.135
C -2.05 0.00 -1.83  -0.211
C -2.16 1.41 -2.38  -0.210
C -2.80 2.41 -1.42  -0.193
C -4.21 2.02 -0.90  -0.178
C -4.18 1.74 0.61  -0.143
C -4.93 0.47 1.03  -0.173
O -4.04 -0.42 1.72  -0.028
C -4.66 -1.63 1.90  -0.535
C -4.82 -2.52 0.71  -0.030
O -5.05 -1.93 2.99  0.135
C 2.53 -1.58 -1.75  -0.140
C 4.01 -1.83 -1.47  -0.660
C 4.39 -2.15 -0.02  -0.104
Br 5.18 -0.46 -2.27  0.738
H 6.96 3.46 0.97  0.050
H 6.59 2.86 -0.61  0.048
H 5.38 3.90 0.23  0.065
H 5.80 1.89 2.03  0.103
H 5.95 0.97 0.58  0.089
H 3.64 1.73 1.93  0.129
H 3.55 2.74 0.52  0.119
H 3.49 2.18 -1.74  0.128
H 2.39 1.15 -2.60  0.102
H 1.29 3.29 -0.62  0.140
H 0.51 0.36 -2.49  0.022
H 0.24 -1.33 -2.18  0.088
H -0.75 0.88 -0.42  0.103
H -1.06 -0.88 -0.13  0.121
H -2.93 -0.35 -1.30  0.092
H -1.87 -0.67 -2.67  0.006
H -2.77 1.39 -3.29  0.116
H -1.20 1.80 -2.70  0.073
H -2.09 2.58 -0.62  0.095
H -2.93 3.37 -1.92  0.106
H -4.57 1.16 -1.46  0.097
H -4.90 2.82 -1.12  0.103
H -3.17 1.68 0.99  0.108
H -4.62 2.59 1.11  0.109
H -5.72 0.78 1.71  0.127
H -5.35 -0.04 0.17  0.113
H -4.18 -2.18 -0.09  0.055
H -5.87 -2.53 0.43  0.100
H -4.55 -3.55 0.95  0.018
H 2.01 -2.52 -1.61  0.127
H 2.38 -1.32 -2.79  0.107
H 4.26 -2.71 -2.04  0.073
H 4.98 -3.06 -0.02  0.078
H 3.54 -2.33 0.62  0.079
H 5.05 -1.39 0.36  0.048
C 0.84 1.61 -5.54  -1.525
Cl 2.50 1.47 -6.12  0.538
Cl -0.26 2.06 -6.84  0.542
Cl 0.32 0.11 -4.77  0.619
H 0.81 2.40 -4.79  -0.012
C 0.57 -4.28 4.60  -1.536
Cl 0.19 -5.59 3.47  0.531
Cl -0.71 -4.08 5.81  0.522
Cl 2.11 -4.60 5.40  0.526
H 0.66 -3.37 4.03  0.009
C 8.69 5.54 -1.52  -1.551
Cl 7.85 6.36 -0.20  0.527
Cl 9.56 4.13 -0.93  0.540
Cl 7.56 5.09 -2.79  0.497
H 9.41 6.23 -1.94  0.007
C -6.09 -2.94 7.24  -1.544
Cl -6.23 -1.47 8.21  0.523
Cl -4.48 -3.64 7.40  0.522
Cl -7.33 -4.11 7.70  0.509
H -6.23 -2.67 6.20  0.005
C -11.30 -4.23 8.84  -1.566
Cl -10.77 -2.56 9.04  0.515
Cl -11.68 -4.95 10.40  0.522
Cl -12.68 -4.33 7.74  0.520
H -10.48 -4.78 8.40  -0.008
C -1.33 -4.08 -4.30  -1.521
Cl 0.30 -4.46 -3.73  0.529
Cl -2.13 -2.97 -3.18  0.576
Cl -1.28 -3.40 -5.92  0.541
H -1.89 -5.00 -4.33  0.016
C 6.71 8.52 -4.94  -1.545
Cl 7.53 7.42 -6.04  0.523
Cl 7.24 8.25 -3.28  0.509
Cl 6.98 10.20 -5.42  0.529
H 5.65 8.32 -4.99  0.013
C -2.10 -5.74 0.60  -1.544
Cl -0.77 -6.46 -0.31  0.522
Cl -3.17 -4.86 -0.49  0.573
Cl -2.95 -6.99 1.51  0.540
H -1.68 -5.04 1.32  -0.020

Quick rundown of molecular weight, same order as above: 770.39; 716.67; 1434.43 u
Quick rundown of calculated total energy, same order as above: -168474.8713; -92397.2908; -415682.0551 eV